C25H53ClO3P2SSi2V as an isolated structure. Source: OMol25; level of theory: ωB97M-V/def2-TZVPD.

As for the net charge: 0. Its spin multiplicity is 2. The calculation puts the HOMO-LUMO gap (alpha / beta) at 7.18 / 7.68 eV. The value obtained for the LUMO energy (alpha / beta) is -0.326 / -0.306 eV. The HOMO energy (alpha / beta) comes out at -0.2760 / -0.2935 Eh.

CARTESIAN COORDINATES (ANGSTROEM)
1 V -0.276 0.406 -0.049
2 C -1.473 2.078 -0.466
3 C -0.763 2.260 0.753
4 C 0.648 2.228 0.413
5 Si -1.694 2.557 2.364
6 C 0.772 1.966 -0.973
7 C -0.564 1.827 -1.532
8 Si -1.218 1.511 -3.267
9 H -2.549 2.170 -0.584
10 H 1.458 2.459 1.102
11 H 1.690 1.960 -1.553
12 Cl 1.647 -0.852 0.348
13 C -3.021 1.961 -3.339
14 C -0.207 2.470 -4.498
15 C -3.460 3.034 2.010
16 C -0.829 3.872 3.358
17 H -0.503 3.525 -4.421
18 H -0.425 2.124 -5.518
19 H 0.872 2.399 -4.322
20 H -3.618 1.228 -2.778
21 H -3.354 1.978 -4.385
22 H -3.170 2.957 -2.903
23 H -0.965 4.828 2.832
24 H 0.246 3.701 3.486
25 H -1.296 3.957 4.349
26 H -3.483 3.933 1.382
27 H -3.983 3.247 2.951
28 H -3.973 2.216 1.486
29 C -1.074 -0.355 -3.584
30 C -1.722 0.893 3.282
31 P 0.254 -0.970 -2.512
32 H -0.893 -0.564 -4.649
33 H -2.020 -0.821 -3.267
34 P -0.246 -0.027 2.759
35 H -2.610 0.336 2.944
36 H -1.767 1.038 4.371
37 C -0.312 -1.694 3.577
38 C 1.132 0.843 3.719
39 C 1.808 -0.409 -3.435
40 C 0.298 -2.815 -2.729
41 C -0.237 -3.499 -1.473
42 H 1.369 -3.056 -2.823
43 C -0.453 -3.306 -3.967
44 H -1.514 -3.033 -3.913
45 H -0.383 -4.401 -4.004
46 H -0.035 -2.915 -4.902
47 H 0.411 -3.308 -0.608
48 H -0.284 -4.584 -1.635
49 H -1.246 -3.145 -1.217
50 H 1.712 0.688 -3.454
51 C 1.881 -0.931 -4.873
52 C 3.080 -0.777 -2.671
53 H 1.021 -0.641 -5.488
54 H 1.984 -2.024 -4.897
55 H 2.778 -0.508 -5.349
56 H 3.173 -0.221 -1.734
57 H 3.955 -0.546 -3.295
58 H 3.116 -1.847 -2.430
59 H 1.073 1.883 3.365
60 C 2.510 0.285 3.366
61 C 0.916 0.816 5.235
62 H -0.028 1.276 5.550
63 H 1.729 1.383 5.711
64 H 0.959 -0.208 5.628
65 H 2.785 0.489 2.327
66 H 2.559 -0.801 3.518
67 H 3.263 0.748 4.018
68 C -0.579 -2.782 2.539
69 C -1.328 -1.774 4.716
70 H 0.704 -1.846 3.976
71 H -2.340 -1.566 4.349
72 H -1.101 -1.085 5.537
73 H -1.315 -2.793 5.123
74 H -1.492 -2.578 1.960
75 H -0.702 -3.749 3.044
76 H 0.253 -2.867 1.830
77 C 4.088 -1.904 0.756
78 H 3.675 -2.908 0.654
79 H 4.244 -1.492 1.753
80 H 4.554 -1.438 -0.110
81 C -5.115 -1.694 0.198
82 S -3.458 -1.110 -0.175
83 O -2.531 -2.211 0.163
84 O -3.454 -0.767 -1.599
85 O -3.264 0.058 0.715
86 H -5.311 -2.579 -0.415
87 H -5.818 -0.891 -0.044
88 H -5.166 -1.936 1.264